# 1
{
  "formula": "C2H9N3O",
  "method": "ωB97M-V with the def2-TZVPD basis set",
  "largest_force_ev_per_a": 4.00,
  "relative_energy_ev": 5.506,
  "mol_weight_da": 91.11,
  "e_lumo_ha": [0.017, 0.017],
  "symbols": ["C", "C", "N", "N", "N", "O", "H", "H", "H", "H", "H", "H", "H", "H", "H"],
  "xyz": [[2.40233, -0.33866, -0.29937], [-0.43984, -0.43070, 0.70444], [-1.75948, 0.57690, -1.02100], [-1.33739, 1.87172, 0.69365], [-1.19906, 0.67040, 0.24022], [-0.78177, -1.64464, 0.03058], [2.40871, 0.67667, -0.44980], [3.40100, -0.41955, 0.27689], [1.44586, -0.53498, 0.27095], [-0.57594, -0.64808, 1.79418], [-1.93364, 1.51049, -1.38276], [-1.20283, 0.02603, -1.65866], [2.42515, -1.07681, -1.04525], [-1.18907, 1.73625, 1.65392], [-1.66406, -1.97504, 0.19200]],
  "atomic_forces_ev_per_a": [[1.02, -1.67, 3.48], [-3.90, -0.75, 0.41], [0.12, -0.52, -0.47], [-0.24, -1.10, -0.69], [0.82, -0.13, -0.80], [1.46, 0.95, -0.62], [-0.33, 2.33, -1.68], [-1.76, -0.51, -0.28], [1.68, 0.08, -0.04], [0.62, 1.13, -0.65], [0.13, -0.06, 0.41], [0.13, -0.27, 0.16], [0.14, -0.23, -1.70], [0.59, 0.50, 2.06], [-0.48, 0.23, 0.40]]
}

# 2
{
  "formula": "C21H53N5O13P2",
  "method": "ωB97M-V with the def2-TZVPD basis set",
  "largest_force_ev_per_a": 6.16,
  "relative_energy_ev": 0.606,
  "mol_weight_da": 645.63,
  "e_lumo_ha": 0.001,
  "smiles": "COP(=O)(OC)OC.COP(=O)(OC)OC.CNC(C)=O.CNC(C)=O.CNC(C)=O.CNC(C)=O.CNC(C)=O",
  "symbols": ["C", "C", "O", "N", "C", "H", "H", "H", "H", "H", "H", "H", "C", "C", "O", "N", "C", "H", "H", "H", "H", "H", "H", "H", "C", "C", "O", "N", "C", "H", "H", "H", "H", "H", "H", "H", "C", "C", "O", "N", "C", "H", "H", "H", "H", "H", "H", "H", "C", "C", "O", "N", "C", "H", "H", "H", "H", "H", "H", "H", "C", "O", "P", "O", "O", "C", "O", "C", "H", "H", "H", "H", "H", "H", "H", "H", "H", "C", "O", "P", "O", "O", "C", "O", "C", "H", "H", "H", "H", "H", "H", "H", "H", "H"],
  "xyz": [[-5.69987, -1.45276, -1.50460], [-4.74006, -1.47263, -0.24806], [-3.92551, -2.40022, -0.25091], [-4.78219, -0.54487, 0.67685], [-3.79181, -0.31063, 1.78285], [-5.05440, -1.32076, -2.37296], [-6.48861, -0.70958, -1.38765], [-6.27295, -2.37772, -1.56886], [-5.41765, 0.22002, 0.50013], [-2.77757, -0.28480, 1.38442], [-3.78673, -1.16963, 2.45381], [-3.65306, 0.64367, 2.29095], [-1.31347, -0.73852, -2.65579], [-0.36548, -1.32166, -1.56502], [0.84617, -1.09247, -1.64148], [-0.89610, -1.94861, -0.51503], [-0.13096, -2.71869, 0.49929], [-1.78277, 0.12058, -2.17641], [-2.07356, -1.50897, -2.78528], [-0.81151, -0.54655, -3.60409], [-1.89644, -1.85206, -0.41453], [0.50837, -2.02001, 1.03892], [0.44932, -3.56924, 0.14160], [-0.86578, -3.20975, 1.13725], [2.33404, 4.40538, -5.46866], [3.09979, 3.27249, -4.85505], [4.27059, 3.37392, -5.04317], [2.44497, 2.26334, -4.23124], [3.04521, 1.04609, -3.78150], [2.96474, 5.05305, -6.07762], [1.98304, 4.94241, -4.58746], [1.47910, 4.08454, -6.06385], [1.45879, 2.17613, -4.03141], [2.24712, 0.30716, -3.85309], [3.21145, 1.10063, -2.70563], [3.94424, 0.73122, -4.31130], [-2.65703, -6.06480, 0.42034], [-1.36923, -6.47983, 1.16681], [-0.52945, -6.97828, 0.48367], [-1.28044, -6.32734, 2.48022], [-0.00623, -6.46587, 3.21145], [-2.82133, -4.98725, 0.41743], [-3.50668, -6.45755, 0.97885], [-2.75666, -6.56709, -0.54189], [-2.03757, -5.79291, 2.88177], [0.90332, -6.26244, 2.64626], [-0.02505, -7.48789, 3.58989], [-0.05662, -5.84758, 4.10770], [-3.05332, 2.02379, -4.23321], [-1.82626, 2.95397, -4.01325], [-0.77874, 2.45646, -4.09354], [-1.97617, 4.26129, -3.82776], [-0.99160, 5.29552, -3.68836], [-3.93314, 2.54828, -3.86049], [-2.95719, 1.12247, -3.62784], [-3.23462, 1.89928, -5.30079], [-2.90534, 4.47668, -3.49556], [-1.37138, 5.72444, -2.76106], [-1.01658, 6.01712, -4.50491], [0.00733, 4.87156, -3.58586], [0.00960, 2.93675, -0.53342], [0.00994, 3.58857, 0.73924], [-0.94490, 3.11373, 1.90880], [-1.01970, 1.68406, 1.99282], [-0.40352, 3.86470, 3.26837], [0.96401, 4.09107, 3.40823], [-2.32137, 3.94895, 1.64363], [-2.32657, 5.35505, 1.80577], [-0.95242, 2.49443, -0.79220], [0.75983, 2.16450, -0.36349], [0.31510, 3.51725, -1.40393], [1.21518, 4.63291, 4.32005], [1.19601, 4.70347, 2.53689], [1.43867, 3.11265, 3.33421], [-1.34000, 5.81634, 1.85057], [-2.98095, 5.67570, 2.61637], [-2.91840, 5.73024, 0.97087], [6.58514, -1.58642, 5.82048], [5.23767, -1.51102, 5.34693], [4.89681, -1.26278, 3.75211], [5.52564, 0.00353, 3.18582], [5.40581, -2.61403, 2.95072], [5.16893, -2.71388, 1.54780], [3.23120, -1.43682, 3.64979], [2.54039, -2.57319, 4.02969], [6.53457, -2.23437, 6.69552], [6.95998, -0.59144, 6.06051], [7.19500, -2.17895, 5.13851], [6.04043, -2.93269, 0.93078], [4.75057, -1.82600, 1.07375], [4.41943, -3.38629, 1.13041], [2.06283, -2.91087, 3.10991], [1.93953, -2.39942, 4.92237], [3.22485, -3.37830, 4.29688]],
  "atomic_forces_ev_per_a": [[-0.04, 0.56, 1.91], [0.40, -2.59, -2.50], [0.15, 0.38, 0.50], [-0.28, 3.12, 1.88], [1.35, -1.42, -1.10], [-0.31, 0.09, 0.01], [0.25, 0.50, -0.39], [0.58, -0.28, 0.05], [-0.01, -0.16, 0.10], [0.13, -0.60, -0.63], [-0.32, 0.31, 0.21], [-1.71, 0.21, -0.06], [-0.03, -1.45, 1.60], [2.02, 1.63, -0.95], [-0.48, -0.56, -0.20], [-0.50, -1.03, 0.31], [-0.74, 0.70, -0.32], [0.03, 0.26, -0.42], [-0.33, 0.15, -0.31], [0.08, 0.26, 0.45], [-0.13, -0.69, 0.16], [0.03, -0.26, 0.22], [0.16, 0.39, -0.74], [-0.08, 0.46, 0.29], [-1.53, 0.16, 0.56], [-1.91, 0.58, -1.22], [3.29, -1.30, 0.59], [-0.06, -0.02, -0.09], [-0.04, -0.71, 0.89], [0.13, -0.32, 0.31], [-0.37, 0.58, -0.25], [-0.18, -0.03, 0.15], [-0.21, 1.28, -0.74], [0.33, -0.42, -0.24], [0.58, -0.06, 0.08], [-0.15, 0.26, -0.02], [-0.68, -0.34, 1.63], [-2.09, 0.29, -2.32], [2.57, -1.08, -0.79], [0.14, 1.26, 1.27], [-1.22, -0.66, 0.63], [0.21, 0.06, -0.44], [-0.25, 0.01, 0.29], [0.63, 0.48, -0.02], [0.32, -0.07, 0.27], [-0.41, 0.00, -0.26], [0.68, -0.11, -0.09], [0.08, 0.25, -0.19], [-0.51, 2.00, 0.96], [-3.47, -0.46, -0.62], [5.67, -2.40, -0.35], [-2.59, 0.30, -0.18], [-0.30, -0.23, 0.81], [-0.37, -0.06, 0.02], [0.24, -0.02, -0.60], [0.36, -0.42, 0.12], [0.10, 0.42, -0.30], [1.04, 0.92, 0.06], [0.00, -0.08, 0.00], [-0.16, 0.07, 0.10], [0.60, -1.52, 0.08], [-0.20, 1.62, 0.25], [-0.02, 3.17, 0.89], [-0.93, -1.76, 0.15], [-2.51, -0.73, -1.42], [0.99, -0.01, -1.07], [1.13, -1.67, 0.71], [-1.15, 0.77, -0.60], [-0.07, -0.06, 0.29], [-0.25, -0.40, -0.74], [0.09, 0.76, 0.64], [-0.35, -0.28, 0.04], [0.97, 0.07, 0.22], [0.68, 0.27, 0.27], [-0.14, -0.13, 0.02], [0.54, -0.41, 0.70], [0.54, 0.17, -0.51], [-0.08, -0.86, 0.10], [-1.22, -0.16, -2.47], [0.31, 1.02, -0.85], [-2.09, -2.92, 1.39], [-0.55, 0.54, 0.82], [-0.47, 0.88, -2.02], [3.64, 2.67, 0.18], [0.54, -1.67, 0.06], [-0.05, 0.42, 0.31], [0.13, -0.21, -0.20], [0.24, 0.57, -0.32], [0.55, 0.00, 0.82], [0.37, 0.82, 0.63], [-0.24, -1.01, 1.41], [-0.84, -0.08, 0.47], [-0.45, 0.16, -0.44], [0.17, -0.15, 0.08]]
}

# 3
{
  "formula": "C28H51Br3I2NO5P",
  "method": "ωB97M-V with the def2-TZVPD basis set",
  "largest_force_ev_per_a": 5.23,
  "total_charge": -2,
  "mol_weight_da": 1006.21,
  "e_lumo_ha": 0.069,
  "symbols": ["C", "C", "C", "C", "C", "C", "C", "N", "C", "I", "C", "C", "C", "C", "C", "C", "I", "C", "Br", "C", "C", "Br", "C", "Br", "C", "C", "C", "C", "C", "C", "C", "C", "C", "O", "C", "H", "H", "H", "H", "H", "H", "H", "H", "H", "H", "H", "H", "H", "H", "H", "H", "H", "H", "H", "H", "H", "H", "H", "H", "H", "H", "H", "H", "H", "H", "H", "H", "H", "H", "H", "H", "H", "H", "H", "H", "H", "H", "H", "H", "H", "H", "H", "H", "H", "H", "H", "O", "P", "O", "O", "O"],
  "xyz": [[5.60939, -2.23874, 5.14579], [5.58149, -1.07865, 4.13001], [5.41215, -1.59804, 2.71602], [5.48358, -0.51679, 1.62333], [4.67082, 0.73071, 2.00455], [4.15887, 1.54083, 0.80603], [3.22308, 0.78302, -0.15554], [1.73108, 1.09616, -0.06090], [1.66055, 2.49735, -0.60618], [1.19647, 4.12757, 0.90073], [0.77319, 2.88540, -1.79405], [1.32348, 2.41941, -3.16138], [1.37180, 0.94957, 1.35471], [-0.09810, 1.21689, 1.74717], [1.63896, -0.49891, 1.66197], [1.01950, -1.25166, 0.40965], [2.43354, -2.95012, -0.64137], [-0.16704, -1.92517, 1.00716], [-2.04757, -1.43843, 0.68885], [-0.10487, -2.89974, 1.93854], [-1.29632, -3.58743, 2.55855], [1.50389, -3.54724, 2.74011], [0.97054, -0.12938, -0.64327], [2.15907, -0.83649, -2.40926], [-0.31520, 0.07935, -1.41671], [-0.90972, -1.12533, -2.19138], [-2.40819, -0.85005, -2.45176], [-3.25848, -2.13911, -2.46726], [-4.63146, -1.94763, -1.81619], [-5.40417, -0.70487, -2.31385], [-5.91324, 0.20012, -1.18968], [-4.83385, 1.10580, -0.61677], [-5.31736, 2.03552, 0.49438], [-4.98434, 1.47822, 1.77493], [-4.11232, 2.28227, 2.52589], [4.63747, -2.32728, 5.62596], [5.82488, -3.19259, 4.67338], [6.31422, -2.04984, 5.95221], [6.48332, -0.47822, 4.25602], [4.76148, -0.43784, 4.44400], [6.24641, -2.27645, 2.53263], [4.48247, -2.15967, 2.62952], [6.52942, -0.20678, 1.60420], [5.20883, -0.93023, 0.65759], [3.86704, 0.52780, 2.70304], [5.34573, 1.40046, 2.54071], [3.76305, 2.47564, 1.20012], [5.04761, 1.82135, 0.23980], [3.57227, 0.98124, -1.15623], [3.42139, -0.27239, -0.01239], [2.62315, 2.88392, -0.89340], [-0.27666, 2.65111, -1.67271], [0.83315, 3.96688, -1.84174], [0.64703, 1.72430, -3.65023], [1.40417, 3.26314, -3.84186], [2.26753, 1.89530, -3.07676], [1.93228, 1.51914, 2.10141], [-0.75802, 1.46409, 0.92352], [-0.11146, 2.09664, 2.39118], [-0.50642, 0.42642, 2.35767], [2.67170, -0.85152, 1.69350], [1.23496, -0.74345, 2.63411], [-1.91731, -2.89817, 3.12446], [-0.98204, -4.38296, 3.22652], [-1.87588, -4.05526, 1.76806], [-0.17371, 0.74481, -2.25994], [-1.13844, 0.50190, -0.84198], [-0.51063, -1.13898, -3.19787], [-0.73749, -2.09054, -1.72503], [-2.51640, -0.35086, -3.41036], [-2.84843, -0.21110, -1.69166], [-3.42860, -2.41389, -3.50687], [-2.74243, -2.93976, -1.94259], [-5.23692, -2.82793, -2.03436], [-4.56212, -1.89358, -0.72830], [-6.29906, -1.06587, -2.82304], [-4.85732, -0.12694, -3.05324], [-6.37511, -0.37883, -0.39092], [-6.66566, 0.85094, -1.64362], [-4.32924, 1.68997, -1.38341], [-4.07823, 0.47255, -0.15426], [-6.39168, 2.20976, 0.45445], [-4.77034, 2.97418, 0.41652], [-3.72881, 1.66427, 3.33482], [-3.25110, 2.62626, 1.95165], [-4.65822, 3.11162, 2.98531], [-2.80151, -0.67017, -6.40826], [-1.90169, 0.51762, -6.76003], [-1.04075, 0.21522, -7.98634], [-0.98744, 0.79775, -5.55991], [-2.77967, 1.73242, -7.06783]],
  "atomic_forces_ev_per_a": [[-0.26, 0.34, 0.12], [-0.08, -0.41, 0.74], [0.23, 0.33, -0.48], [-0.10, 0.15, 1.15], [0.24, 0.45, -0.39], [0.01, -0.06, 0.42], [1.47, 0.23, 0.34], [1.49, 0.10, -0.04], [-1.61, 1.25, -0.47], [0.25, -0.30, -0.15], [0.30, -0.04, -0.55], [-0.49, -0.18, -0.05], [-0.81, -0.94, 2.84], [0.18, 1.17, 0.00], [0.85, -1.47, -1.54], [-2.10, 4.66, 1.08], [1.59, -3.67, 1.32], [0.74, -0.77, -0.36], [0.18, -0.16, 0.15], [-0.65, 0.06, 0.07], [0.29, -0.21, -0.04], [0.12, 0.20, -0.04], [-2.21, -2.74, 1.28], [0.75, 2.07, -2.94], [-0.05, 0.31, -0.95], [-0.65, 0.49, -0.19], [-0.15, -0.89, 0.35], [-0.31, 0.58, -0.06], [-0.04, 0.28, -0.36], [-0.67, -0.62, 0.35], [0.36, 0.69, -0.79], [-0.13, -0.26, 0.57], [0.83, -0.28, 0.27], [-0.28, -0.05, -0.19], [-0.19, -0.44, 0.40], [-0.16, -0.18, -0.03], [0.19, -0.10, -0.02], [0.22, -0.10, 0.02], [0.20, 0.04, -0.30], [-0.13, 0.24, -0.25], [-0.12, -0.35, -0.06], [-0.09, -0.11, 0.00], [0.14, 0.06, -0.45], [-0.05, -0.12, -0.10], [-0.19, -0.27, -0.02], [0.01, 0.07, 0.19], [-0.25, 0.13, -0.20], [0.01, 0.04, -0.24], [-0.55, 0.06, -0.34], [-0.62, -0.24, -0.16], [0.53, -0.58, 0.33], [-0.07, -0.14, 0.20], [-0.03, 0.19, 0.33], [0.01, -0.15, -0.08], [0.17, 0.19, 0.03], [0.18, 0.03, -0.04], [0.68, 0.68, -0.91], [-0.12, -0.28, -0.15], [-0.05, 0.09, 0.02], [-0.10, -0.46, -0.31], [0.26, 0.58, 0.23], [-0.35, -0.17, -0.02], [-0.21, 0.09, -0.02], [0.14, 0.00, 0.08], [-0.34, 0.07, -0.04], [0.29, 0.31, 0.24], [0.17, 0.12, 0.40], [0.67, -0.28, 0.09], [0.05, -0.06, 0.11], [0.05, 0.22, -0.09], [0.23, 0.25, 0.10], [0.14, -0.34, -0.09], [0.12, -0.18, -0.12], [-0.06, -0.15, 0.10], [0.25, 0.00, 0.12], [-0.02, 0.00, -0.24], [0.23, 0.08, 0.01], [-0.10, -0.10, 0.07], [-0.30, 0.01, 0.20], [-0.12, -0.06, -0.31], [0.26, 0.07, 0.01], [-0.14, 0.10, -0.02], [-0.27, 0.33, -0.14], [0.04, -0.09, 0.08], [-0.01, 0.18, -0.15], [0.14, 0.32, -0.11], [0.47, -0.22, 0.02], [0.01, -0.02, 0.09], [-0.46, -0.11, -0.20], [-0.52, 0.16, 0.21], [0.46, 0.26, 0.02]]
}